{"formula": "C50H62N3O2P2RbSe2Si2", "method": "ωB97M-V/def2-TZVPD", "e_homo_ev": -1.72, "de_lowest_kj_mol": 27.5, "e_tot_ha": -8346.00755, "charge": -2, "elements": ["Rb", "C", "Si", "C", "C", "N", "P", "C", "P", "N", "Si", "C", "C", "C", "C", "C", "C", "C", "C", "C", "C", "C", "C", "C", "C", "C", "C", "C", "C", "C", "C", "C", "C", "C", "C", "C", "C", "C", "H", "H", "H", "H", "H", "H", "H", "H", "H", "H", "H", "H", "H", "H", "H", "H", "H", "H", "H", "H", "H", "H", "H", "H", "H", "H", "H", "H", "H", "H", "H", "H", "H", "H", "H", "H", "H", "H", "C", "C", "C", "C", "C", "C", "C", "C", "C", "C", "C", "C", "C", "C", "C", "N", "H", "H", "H", "H", "H", "H", "H", "H", "H", "H", "C", "Se", "C", "C", "Se", "C", "H", "H", "H", "H", "H", "H", "H", "H", "H", "H", "O", "H", "H", "O", "H", "H"], "xyz": [[0.880, -1.142, -0.120], [-0.797, -1.204, -4.771], [-0.186, 0.494, -4.230], [-1.234, 1.720, -5.209], [1.553, 0.668, -4.912], [-0.252, 0.621, -2.558], [-0.239, 1.868, -1.539], [0.091, 1.446, 0.000], [-0.240, 1.873, 1.546], [-0.342, 0.632, 2.548], [-0.421, 0.366, 4.191], [-1.655, 1.434, 5.153], [1.225, 0.546, 5.076], [-0.969, -1.402, 4.514], [1.025, 3.057, 2.221], [0.878, 3.690, 3.455], [1.868, 4.514, 3.968], [3.040, 4.720, 3.249], [3.201, 4.099, 2.019], [2.199, 3.279, 1.514], [-1.799, 2.862, 1.770], [-3.016, 2.177, 1.786], [-4.217, 2.854, 1.927], [-4.233, 4.235, 2.087], [-3.034, 4.931, 2.077], [-1.835, 4.248, 1.903], [-1.853, 2.763, -1.718], [-2.046, 4.089, -1.345], [-3.304, 4.676, -1.399], [-4.402, 3.936, -1.817], [-4.230, 2.605, -2.180], [-2.966, 2.033, -2.135], [0.998, 3.060, -2.254], [2.353, 2.786, -2.052], [3.341, 3.551, -2.646], [3.001, 4.629, -3.459], [1.663, 4.917, -3.671], [0.676, 4.136, -3.076], [-0.855, -1.307, -5.856], [-1.794, -1.376, -4.354], [-0.130, -1.980, -4.386], [-1.108, 1.523, -6.278], [-0.924, 2.748, -5.019], [-2.296, 1.649, -4.969], [1.596, 0.404, -5.973], [2.240, 0.019, -4.364], [1.913, 1.694, -4.802], [-1.252, 2.413, 5.417], [-1.918, 0.926, 6.087], [-2.571, 1.598, 4.582], [1.604, 1.568, 5.040], [1.969, -0.093, 4.595], [1.138, 0.247, 6.126], [-1.986, -1.554, 4.143], [-0.944, -1.663, 5.574], [-0.307, -2.082, 3.977], [-0.030, 3.542, 4.025], [1.731, 4.988, 4.934], [3.818, 5.361, 3.646], [4.107, 4.252, 1.445], [2.307, 2.786, 0.558], [-3.010, 1.097, 1.699], [-5.147, 2.297, 1.918], [-5.172, 4.762, 2.206], [-3.029, 6.010, 2.183], [-0.911, 4.811, 1.869], [-1.206, 4.673, -0.984], [-3.430, 5.707, -1.090], [-5.385, 4.391, -1.847], [-5.078, 2.012, -2.501], [-2.816, 1.001, -2.436], [2.634, 1.945, -1.425], [4.381, 3.297, -2.479], [3.774, 5.233, -3.920], [1.379, 5.748, -4.308], [-0.364, 4.372, -3.269], [4.449, -0.596, 3.195], [4.450, -1.869, 3.763], [4.046, -2.941, 2.987], [3.613, -2.727, 1.673], [3.588, -1.466, 1.048], [4.043, -0.423, 1.879], [3.213, -3.923, 0.859], [3.945, -5.151, 0.988], [3.641, -6.209, 0.201], [2.619, -6.084, -0.777], [2.277, -7.114, -1.690], [1.312, -6.909, -2.630], [0.635, -5.664, -2.693], [0.933, -4.668, -1.812], [1.943, -4.857, -0.830], [2.220, -3.817, 0.012], [4.743, 0.260, 3.795], [4.740, -2.015, 4.798], [4.031, -3.937, 3.423], [4.039, 0.595, 1.493], [4.758, -5.193, 1.702], [4.193, -7.140, 0.282], [2.804, -8.060, -1.635], [1.059, -7.692, -3.335], [-0.124, -5.498, -3.444], [0.395, -3.728, -1.849], [-1.384, -4.467, 2.555], [-1.475, -4.496, 0.614], [-3.350, -3.976, 0.475], [-3.848, -4.135, -0.946], [-2.844, -3.045, -2.224], [-3.120, -4.228, -3.731], [-1.801, -3.538, 2.934], [-0.329, -4.494, 2.821], [-1.894, -5.323, 2.995], [-3.443, -2.941, 0.797], [-3.942, -4.612, 1.137], [-4.905, -3.864, -0.999], [-3.736, -5.171, -1.276], [-2.703, -5.215, -3.532], [-2.607, -3.778, -4.580], [-4.181, -4.313, -3.962], [2.994, -1.090, -1.743], [3.251, -1.220, -0.754], [2.311, -0.408, -1.746], [-3.011, -0.842, 0.124], [-2.064, -0.782, 0.332], [-3.135, -0.027, -0.379]], "atomic_forces_ev_per_a": [[-1.220, -0.942, 0.843], [-0.079, -0.132, 0.159], [0.090, 0.038, 0.216], [-0.046, 0.053, -0.120], [0.121, 0.033, -0.101], [-0.053, 0.309, 0.202], [0.013, -0.542, -0.537], [-0.224, 1.050, 0.102], [-0.064, -0.374, 0.376], [-0.075, 0.229, -0.248], [0.081, 0.146, -0.046], [-0.090, -0.006, 0.116], [0.100, -0.068, 0.112], [-0.044, -0.094, -0.091], [-0.078, 0.010, 0.077], [0.011, 0.016, 0.042], [0.027, -0.004, -0.029], [-0.048, -0.009, -0.006], [0.021, -0.015, -0.026], [-0.033, -0.039, -0.007], [0.134, 0.059, 0.058], [0.039, -0.014, -0.023], [-0.018, 0.021, 0.000], [0.027, -0.022, -0.021], [0.030, -0.084, -0.041], [-0.032, 0.084, -0.029], [0.095, -0.102, -0.104], [-0.034, 0.121, 0.126], [0.019, -0.076, -0.010], [0.022, -0.050, -0.009], [0.023, 0.060, 0.028], [0.025, -0.037, -0.011], [-0.126, 0.026, -0.030], [-0.051, -0.124, 0.084], [0.019, 0.055, -0.032], [0.028, -0.060, 0.059], [-0.032, -0.017, 0.022], [-0.069, 0.108, -0.107], [0.022, 0.025, -0.086], [-0.008, -0.003, -0.031], [-0.001, -0.054, 0.028], [-0.034, 0.030, -0.051], [0.038, 0.077, 0.014], [-0.081, -0.033, 0.024], [0.029, -0.009, -0.047], [0.039, -0.043, 0.011], [0.018, 0.052, 0.008], [0.029, 0.062, 0.000], [-0.033, 0.026, 0.047], [-0.054, -0.016, -0.025], [0.004, 0.068, -0.006], [0.034, -0.042, -0.002], [0.035, 0.003, 0.046], [-0.052, -0.018, -0.011], [-0.003, -0.002, 0.079], [0.046, -0.057, -0.008], [-0.062, -0.044, 0.031], [-0.009, 0.009, -0.005], [0.032, 0.013, 0.009], [0.020, 0.002, 0.000], [0.021, -0.005, -0.056], [0.012, -0.019, 0.011], [-0.014, 0.003, 0.012], [-0.028, 0.008, 0.008], [0.002, 0.020, 0.018], [0.037, 0.016, 0.010], [0.020, -0.031, -0.011], [-0.003, 0.011, 0.003], [-0.017, -0.003, -0.002], [-0.016, 0.000, -0.006], [0.015, -0.021, -0.030], [-0.033, -0.002, -0.036], [0.022, 0.020, -0.005], [0.011, 0.001, -0.019], [-0.003, 0.000, 0.007], [0.017, -0.024, -0.024], [0.027, -0.094, 0.062], [-0.008, 0.049, -0.068], [-0.042, 0.056, 0.107], [-0.060, -0.407, -0.308], [0.262, 0.067, -0.012], [-0.176, 0.009, 0.012], [0.173, 0.047, 0.287], [0.023, 0.268, 0.111], [-0.013, -0.141, -0.149], [0.103, -0.281, 0.015], [0.106, 0.090, 0.166], [-0.199, 0.182, -0.123], [0.094, -0.247, 0.003], [0.035, 0.059, 0.084], [-0.205, 0.417, 0.066], [0.025, -0.147, -0.241], [0.020, 0.023, 0.003], [0.016, -0.001, 0.004], [-0.011, -0.006, -0.001], [0.032, 0.019, -0.026], [-0.032, -0.043, -0.028], [-0.011, -0.007, -0.026], [0.027, -0.020, 0.009], [-0.002, -0.017, -0.005], [-0.055, -0.020, -0.051], [0.130, -0.026, 0.022], [0.013, -0.031, 0.047], [0.077, 0.035, 0.050], [-0.117, 0.061, 0.072], [-0.059, -0.114, -0.054], [0.038, 0.205, 0.075], [-0.039, -0.086, -0.134], [-0.024, -0.008, -0.033], [0.000, -0.029, -0.012], [-0.011, 0.012, -0.038], [-0.010, -0.016, 0.027], [0.077, -0.020, 0.014], [0.052, 0.007, -0.023], [-0.021, 0.035, 0.025], [0.023, -0.007, 0.001], [0.021, -0.021, -0.003], [-0.006, -0.013, -0.013], [0.272, 0.095, -0.054], [0.270, 0.037, -0.200], [0.538, 0.211, -0.621], [0.279, 0.087, -0.044], [-0.121, 0.102, 0.174], [-0.072, 0.003, -0.068]]}